[1]
C24H47AlBBr2Cl3CsFMgN4O15P | ωB97M-V/def2-TZVPD

XYZ file:
```
101
Properties=species:S:1:pos:R:3:mulliken_charge:R:1
Cs 1.142 -4.061 4.631 1.029
Br 0.833 -0.956 9.509 -0.131
Br -0.734 -4.157 10.410 -0.136
Cl 1.625 2.176 2.575 -0.118
Cl 2.392 -2.775 -5.261 1.821
Cl -0.353 3.942 0.572 -0.094
P -0.009 -2.876 -1.828 0.322
Al -0.661 -1.961 0.351 -0.227
Mg 0.050 6.593 1.116 0.169
F -9.724 3.385 -1.677 -0.306
O 8.188 0.931 -1.054 -0.263
O 1.295 -2.197 -2.320 -0.038
O 8.465 -1.278 -0.674 -0.549
O -3.278 -0.480 -0.097 -0.283
O 2.933 4.467 -2.574 -0.599
O -9.445 4.408 0.318 -0.322
O 1.091 -3.321 -4.914 -0.713
O 6.681 -0.119 0.082 -0.278
O 2.418 -1.378 -4.860 -0.655
O -3.583 -2.421 1.230 -0.593
O 3.640 2.390 -2.629 -0.270
O 2.612 -2.892 -6.666 -0.673
O -11.524 4.294 1.118 -0.313
O 3.406 -3.494 -4.523 -0.684
O -9.975 5.505 2.219 -0.491
N 5.061 -4.301 0.206 -0.575
N 0.436 -4.468 -1.710 -0.459
N 2.049 0.029 -1.159 -0.346
N -9.016 0.336 -1.185 -0.533
C -1.290 -2.344 10.848 -0.569
C 3.806 3.702 -2.887 0.734
C -10.287 4.813 1.314 0.624
C 4.581 -4.190 -0.825 0.280
C 5.739 1.159 -2.293 -0.517
C 1.952 -0.539 0.200 -0.551
C 6.184 -1.333 0.658 -0.701
C 0.493 -0.397 0.686 -0.560
C 7.844 -0.256 -0.560 0.761
C 4.513 1.379 -3.159 -0.376
C 9.425 0.930 -1.777 -0.758
C -11.539 3.634 -0.152 -0.466
C 5.107 4.181 -3.486 -0.963
C -4.697 -0.233 -0.039 -0.303
C 4.063 -4.033 -2.182 -0.398
C -8.826 0.575 -2.283 0.530
C -5.494 -1.086 -1.003 -0.790
C -8.569 0.885 -3.681 -0.791
C -0.171 -3.453 1.585 -0.721
C -0.861 3.127 2.085 -0.223
C -1.053 -1.405 9.697 -0.576
C -0.116 -4.448 2.276 -0.359
C -10.072 3.337 -0.363 0.358
C 0.239 3.157 3.114 -0.392
B -2.763 -1.588 0.481 0.370
H -0.327 -5.173 3.020 0.753
H -9.734 2.391 0.059 0.331
H 5.582 3.463 -4.149 0.328
H 5.793 4.430 -2.677 0.247
H -12.160 2.744 -0.117 0.273
H 0.596 4.168 3.299 0.277
H 9.577 1.949 -2.117 0.237
H -11.920 4.316 -0.914 0.284
H 0.505 -0.250 1.773 0.462
H 2.278 -1.580 0.170 0.315
H 5.241 -1.077 1.138 0.169
H 2.150 1.037 -1.113 0.190
H -1.562 -0.458 9.861 0.345
H 2.982 -3.934 -2.171 0.073
H -7.546 0.618 -3.937 0.285
H 4.777 1.609 -4.190 0.418
H -1.131 2.108 1.817 0.078
H -5.078 -0.317 0.978 0.329
H 6.876 -1.717 1.404 0.385
H 5.451 0.907 -1.271 0.297
H -5.227 -0.863 -2.034 0.277
H -5.412 -2.145 -0.772 0.245
H -8.715 1.950 -3.849 0.270
H -0.214 -5.062 -2.224 0.319
H 4.489 -3.148 -2.649 0.312
H -0.746 -2.055 11.741 0.384
H 10.246 0.633 -1.130 0.333
H -3.286 -3.333 1.174 0.241
H 2.896 -0.313 -1.602 0.066
H 0.498 -4.769 -0.737 0.219
H 4.327 -4.901 -2.782 0.441
H 6.339 0.343 -2.695 0.411
H -1.750 3.637 2.452 0.340
H -6.544 -0.816 -0.873 0.182
H -1.373 -1.829 8.752 0.342
H 4.903 5.080 -4.060 0.339
H 6.363 2.050 -2.240 0.195
H -2.352 -2.410 11.072 0.345
H 3.905 0.476 -3.193 -0.131
H 1.217 -1.227 -2.506 0.305
H -0.122 2.742 4.053 0.302
H 2.607 -0.002 0.895 0.249
H -4.825 0.810 -0.329 0.310
H 0.079 0.522 0.271 0.437
H -9.253 0.325 -4.315 0.295
H 6.011 -2.079 -0.105 0.229
H 9.366 0.262 -2.634 0.332
```

Its spin multiplicity is 1. Its orbital gap is 1.48 eV. The HOMO energy comes out at -8.30 eV. As for the net charge: +1.

---

[2]
C5H6 | ωB97M-V/def2-TZVPD

XYZ file:
```
11
Properties=species:S:1:pos:R:3:mulliken_charge:R:1
C 1.546 0.149 -1.122 -0.869
C 0.088 0.365 -0.830 0.185
C -0.929 -0.628 -0.402 -0.504
C 1.420 0.278 0.181 0.018
C -0.370 -0.030 0.850 -0.594
H -0.671 -1.671 -0.579 0.266
H 1.908 0.667 1.062 0.346
H 0.027 -0.704 1.600 0.330
H -0.899 0.827 1.261 0.289
H -1.958 -0.379 -0.651 0.262
H -0.318 1.349 -1.081 0.272
```

Its spin multiplicity is 1. Its orbital gap is 9.40 eV. The energy above the lowest of the compared OMol25 structures with the same formula, charge and spin is 484.5 kJ/mol. The HOMO energy comes out at -8.56 eV.

---

[3]
C32H40NO | ωB97M-V/def2-TZVPD

XYZ file:
```
74
Properties=species:S:1:pos:R:3:mulliken_charge:R:1
O -5.070 -1.784 2.079 -0.475
N -2.821 -1.167 1.811 -0.106
C -3.687 -1.728 -0.356 -0.025
C -2.522 -1.510 0.510 1.052
C -4.081 -1.208 2.482 0.425
C -6.044 -2.080 -1.923 -0.372
C 4.006 -2.730 -2.443 0.486
C 3.185 -1.758 -3.026 -0.861
C -4.682 -0.714 -0.456 0.022
C 0.772 2.259 0.739 -0.027
C 2.526 3.937 0.887 -0.723
C -5.106 -3.117 -1.801 -0.800
C 0.625 4.357 -0.491 -1.057
C 2.670 -2.457 -0.405 1.412
C 1.715 -1.616 -1.035 -0.539
C 2.382 6.156 -0.264 -1.609
C 1.840 4.797 0.034 0.647
C -5.829 -0.873 -1.231 -0.855
C 3.782 -2.994 -1.087 -0.890
C -3.937 -2.940 -1.064 -0.261
C 0.503 -1.012 -0.312 0.637
C 0.090 3.110 -0.152 1.057
C -4.077 -0.386 3.756 -1.146
C -0.344 1.135 2.694 -1.661
C -1.252 2.751 -0.723 -1.377
C 2.007 2.703 1.264 1.046
C 0.863 -0.316 1.008 -1.334
C 1.477 -0.013 -3.029 -1.517
C 2.836 1.962 2.268 -2.378
C 2.106 -1.194 -2.336 0.999
C 2.666 -2.763 1.062 -1.730
C 5.077 -3.429 -3.230 -1.524
C 0.081 0.975 1.231 1.590
C -1.125 -1.807 0.159 -1.254
H 1.622 0.955 -2.509 0.250
H -0.060 -0.400 -1.052 0.137
H -1.169 1.854 2.745 0.309
H 4.489 -3.664 -0.556 0.269
H -5.294 -4.066 -2.314 0.393
H -1.597 3.552 -1.378 0.448
H -5.123 -0.183 4.043 0.354
H 0.399 -0.152 -3.204 0.300
H 5.611 -4.149 -2.612 0.369
H 0.700 -0.977 1.895 0.661
H 1.939 0.110 -4.028 0.371
H -1.036 -2.297 -0.832 0.439
H 3.703 1.485 1.793 0.422
H 1.659 -2.977 1.435 0.204
H 0.472 1.522 3.306 0.443
H -2.028 2.617 0.035 0.292
H -6.942 -2.205 -2.523 0.408
H 2.468 6.758 0.642 0.339
H 0.063 5.004 -1.180 0.268
H -0.692 0.195 3.139 0.416
H -3.588 -0.965 4.565 0.345
H 3.381 6.109 -0.694 0.358
H 2.308 1.192 2.824 0.316
H -0.854 0.874 0.660 -0.471
H -3.249 -3.780 -0.924 0.441
H 1.742 6.697 -0.956 0.362
H 3.264 2.657 3.002 0.521
H -4.576 0.212 0.134 0.380
H 3.413 -1.434 -4.049 0.329
H -6.559 -0.049 -1.291 0.370
H -2.057 -1.044 2.482 0.464
H 4.662 -3.970 -4.082 0.343
H -3.542 0.576 3.609 0.290
H 5.817 -2.738 -3.634 0.338
H 3.284 -3.659 1.251 0.504
H 1.943 -0.119 0.987 0.783
H -1.213 1.851 -1.339 0.208
H -0.593 -2.228 1.024 0.427
H 3.115 -1.968 1.690 0.274
H 3.489 4.260 1.280 0.469
```

Its spin multiplicity is 1. The SMILES is CC(=O)/[NH+]=C(/C[C@@H](C[C@@H](C)c1c(C)cc(C)cc1C)c1c(C)cc(C)cc1C)c1ccccc1. Its orbital gap is 6.23 eV. The HOMO energy comes out at -10.92 eV. As for the net charge: +1.

---

[4]
C24H36O2 | ωB97M-V/def2-TZVPD

XYZ file:
```
62
Properties=species:S:1:pos:R:3:mulliken_charge:R:1
O 0.832 0.028 -0.237 -0.436
O 1.914 0.118 -2.199 -0.421
C -0.085 -3.027 0.950 0.655
C -0.047 4.142 0.273 -0.677
C 0.165 -3.994 -0.175 -0.643
C 1.348 0.562 3.829 -1.347
C -1.223 3.610 0.576 -0.681
C -1.436 2.320 1.302 1.308
C -2.820 0.263 1.023 -0.762
C 0.886 0.373 -1.394 0.859
C -0.412 -3.947 -1.366 -0.612
C -2.624 1.554 0.800 -0.625
C 2.988 -0.676 -1.693 -0.218
C 1.597 3.745 2.071 -0.585
C -0.897 -0.937 -3.315 -0.504
C -2.272 -2.048 1.768 -0.775
C 1.931 2.823 2.961 -0.609
C -1.516 -3.074 1.407 -0.707
C -1.355 0.168 -2.415 0.243
C 2.093 1.349 2.752 0.665
C 2.823 -2.130 -2.108 -0.820
C 1.289 3.540 0.615 0.825
C -1.403 -2.917 -1.822 1.119
C -0.197 1.135 -2.112 -0.525
C -1.875 -0.606 1.802 1.257
C -0.915 -2.237 -3.066 -0.687
H -1.871 -0.271 2.847 0.532
H -1.598 -2.203 -1.027 -1.058
H 0.867 -4.791 0.031 0.404
H -2.345 -3.427 -2.057 0.449
H -3.293 -2.239 2.081 0.394
H -0.555 1.941 -1.470 -0.159
H 3.672 -2.708 -1.755 0.436
H -3.352 2.118 0.231 0.353
H 2.124 3.141 3.979 0.363
H -0.543 -2.916 -3.825 0.361
H 1.303 2.479 0.371 -1.048
H -2.127 4.140 0.300 0.370
H 0.185 -2.018 0.636 -0.861
H 1.522 4.777 2.393 0.367
H 0.559 -3.292 1.795 0.465
H 3.159 1.104 2.808 0.417
H 2.766 -2.205 -3.190 0.277
H 0.210 1.545 -3.036 0.545
H -2.150 0.731 -2.912 0.545
H -0.861 -0.470 1.422 -1.004
H -1.937 -4.071 1.440 0.375
H -0.501 -0.596 -4.264 0.354
H 1.735 1.042 1.770 -0.503
H 3.011 -0.587 -0.602 0.118
H 0.290 0.813 3.813 0.209
H -3.706 -0.222 0.634 0.393
H -1.586 2.545 2.366 0.559
H -0.018 5.099 -0.231 0.414
H 1.741 0.794 4.817 0.434
H 2.065 4.032 0.021 0.539
H 3.898 -0.246 -2.119 0.382
H -0.545 1.696 1.240 -0.943
H -0.160 -4.696 -2.108 0.390
H 1.911 -2.543 -1.681 -0.001
H 1.450 -0.507 3.657 0.347
H -1.749 -0.214 -1.475 -0.513
```

Its spin multiplicity is 1. The SMILES is CC/C=C\C/C=C\C/C=C\C/C=C\C/C=C\C/C=C\CCC(=O)OCC. Its orbital gap is 9.82 eV. The energy above the lowest of the compared OMol25 structures with the same formula, charge and spin is 0.0 kJ/mol. The HOMO energy comes out at -8.91 eV.